One molecule with the formula C6H7N3O3, computed with ωB97M-V/def2-TZVPD.

Structure (ORCA input):
```
! wB97M-V def2-TZVPD RIJCOSX def2/J DEFGRID3
* xyz 0 1
H -1.74 -2.77 0.63
N 1.70 1.87 1.70
H 2.09 -0.82 -0.06
C 1.92 0.13 0.36
H -0.07 2.56 1.10
C 2.51 0.83 1.38
N -1.11 1.10 -1.34
H -1.67 -0.98 0.91
C -0.20 0.21 -0.71
C -1.79 -1.79 0.18
O -1.06 2.29 -1.01
H -2.73 -1.67 -0.38
C -0.49 -1.25 -0.77
N 0.70 0.73 0.13
O 0.49 -2.02 -0.79
C 0.61 1.81 0.99
H 3.45 0.57 1.81
H -0.97 -1.40 -1.81
O -1.65 0.61 -2.33
*
```

The value obtained for the gap between HOMO and LUMO (spin up / spin down) is 7.292 / 6.881 eV.

***

C6H7N3O3P as an isolated structure, computed with ωB97M-V/def2-TZVPD.

Structure (ORCA input):
```
! wB97M-V def2-TZVPD RIJCOSX def2/J DEFGRID3
* xyz -1 1
H 0.53 -1.42 2.65
H -2.26 -0.90 0.53
N 0.95 -1.01 1.85
H -1.96 1.41 1.15
C -1.65 1.07 0.17
N 0.27 -1.06 0.70
H -2.31 1.13 -1.77
O 0.73 -0.60 -1.47
H -0.51 -2.38 -0.66
C -1.92 -0.40 -0.38
H -3.68 0.86 -0.48
P -0.77 -1.28 -1.50
C 1.04 -0.53 -0.20
N 2.09 -0.22 1.73
H -0.72 1.58 -0.08
C -2.70 0.85 -0.85
C 2.25 0.02 0.41
O 4.27 0.15 -0.82
C 3.31 0.78 -0.45
O 3.05 1.96 -0.55
*
```

The value obtained for the gap between HOMO and LUMO is 7.841 eV.

***

Maximum force across the listed records, respectively: 4.35 4.31 eV/Å.